Entry 1:
{
  "formula": "C17H36BrN5O",
  "method": "ωB97M-V/def2-TZVPD",
  "lumo_ev": -4.62,
  "homo_lumo_gap_ev": 7.29,
  "total_charge": 2,
  "energy_ha": -3591.80195,
  "de_lowest_kj_mol": 0.00,
  "symbols": ["N", "C", "H", "C", "H", "H", "H", "H", "H", "H", "C", "H", "C", "H", "H", "H", "C", "N", "O", "C", "H", "H", "H", "H", "H", "C", "H", "H", "H", "H", "C", "H", "H", "C", "H", "H", "N", "H", "Br", "C", "C", "H", "C", "H", "H", "H", "C", "C", "C", "H", "H", "N", "H", "H", "H", "H", "C", "H", "C", "N"],
  "positions_angstrom": [[4.375, 2.778, 2.899], [-2.514, -4.987, -4.921], [-0.196, 1.728, -0.065], [-0.142, 2.445, 0.754], [-1.860, -1.865, -2.769], [-0.172, 4.971, -0.803], [6.217, 3.681, 2.282], [-0.571, -6.789, -6.223], [-0.887, -1.341, -4.120], [0.266, 1.958, 1.640], [1.032, -0.435, 3.855], [1.033, 1.293, 4.946], [-2.558, -3.734, -4.374], [0.369, -0.840, 4.619], [0.261, 3.423, 0.491], [-1.740, -7.941, -3.660], [-1.809, 4.982, 0.192], [-1.277, -3.397, -4.014], [-1.097, 5.137, -0.999], [-2.327, 1.179, 1.145], [4.773, 2.013, 0.978], [5.662, 4.111, 3.873], [0.570, -4.444, -3.994], [-1.581, -8.808, -5.285], [2.385, 0.370, 1.714], [-0.730, -6.788, -5.145], [-1.099, 5.251, 0.974], [-2.780, -7.670, -5.096], [-1.753, 0.481, 1.755], [-2.721, 3.094, -0.620], [1.831, 0.683, 4.522], [4.907, 4.806, 2.366], [0.383, -0.102, 3.045], [4.089, 1.956, 1.812], [-3.315, -2.989, -4.178], [-3.358, 3.605, 0.912], [-1.613, 2.579, 1.235], [-3.278, 1.224, 1.675], [0.787, -1.094, -0.213], [-2.446, 3.581, 0.316], [5.322, 3.925, 2.854], [2.322, 0.478, 5.473], [-1.769, -7.879, -4.748], [-3.314, -5.575, -5.346], [1.472, -1.404, 3.618], [0.165, -6.875, -4.530], [3.513, 2.431, 3.909], [-0.990, -2.127, -3.371], [-0.488, -4.468, -4.210], [-0.900, 4.053, 2.579], [-2.591, 3.473, 2.873], [2.742, 1.352, 3.552], [-0.062, -2.228, -2.808], [-1.205, 2.426, 3.312], [3.478, 2.896, 4.882], [-2.669, 5.641, 0.306], [-1.567, 3.192, 2.626], [-2.330, 0.932, 0.084], [3.006, 1.117, 2.185], [-1.252, -5.464, -4.760]],
  "forces_ev_per_a": [[-1.84, -0.89, 0.53], [-0.98, 0.41, 0.54], [0.61, 0.14, -0.10], [-2.25, -0.96, 0.63], [0.42, -0.14, 0.35], [0.05, 0.18, -0.34], [-0.19, -0.50, 0.00], [0.40, 0.02, 0.17], [0.16, -0.14, -0.11], [0.88, 0.17, -0.47], [-0.37, -1.17, 1.12], [0.14, 1.18, -0.80], [0.41, 0.14, -0.53], [-0.44, 0.52, 0.30], [0.02, -0.31, 0.29], [-0.26, -0.54, -0.15], [-0.19, -0.80, 0.21], [-0.40, -1.59, 0.00], [-0.23, 0.09, -0.62], [1.20, 1.45, 1.11], [-0.60, -0.21, -0.31], [-0.22, 0.26, -0.11], [-0.09, -0.44, -0.07], [0.58, -0.13, 0.54], [0.41, -0.26, -0.69], [-1.29, -0.44, 0.27], [-0.50, -0.28, 0.62], [0.02, 0.49, 0.20], [0.41, -0.09, -0.51], [0.61, 0.15, -0.12], [-1.04, -0.58, -0.50], [-0.40, -0.15, 0.34], [0.33, 0.07, -0.16], [-1.65, -0.87, 1.40], [-0.27, -0.43, -0.40], [-0.19, 0.39, -0.22], [-0.21, 0.67, -1.37], [-0.27, 0.41, -0.62], [-0.18, 0.42, 0.20], [0.54, -0.84, 2.04], [0.25, -0.42, 0.37], [0.81, -0.78, -0.58], [0.51, 0.57, -0.44], [0.18, 0.07, 0.12], [0.94, 0.55, -0.69], [0.18, -0.38, -0.59], [0.73, -0.78, -0.91], [0.48, 0.28, -0.15], [-1.19, 0.29, -0.45], [-0.18, -0.17, 0.24], [0.21, 0.11, 0.26], [1.61, 3.16, -0.38], [-0.31, 0.31, 0.32], [0.05, 0.15, 0.02], [0.13, -0.02, -0.08], [0.27, 0.51, -0.60], [-0.56, -0.89, -0.94], [-0.23, -0.24, 0.36], [1.45, 0.64, 0.98], [1.54, 1.65, 0.47]]
}

Entry 2:
{
  "formula": "C17H36CrO14",
  "method": "ωB97M-V/def2-TZVPD",
  "spin_multiplicity": 5,
  "lumo_ev": [0.68, 0.68],
  "homo_lumo_gap_ev": [7.74, 8.42],
  "total_charge": 0,
  "energy_ha": -2767.20217,
  "de_lowest_kj_mol": 53.99,
  "s_squared": 6.008,
  "symbols": ["O", "H", "H", "C", "H", "H", "C", "H", "H", "C", "H", "H", "H", "O", "H", "C", "C", "H", "H", "H", "O", "H", "H", "O", "H", "H", "H", "C", "O", "O", "H", "H", "H", "O", "H", "H", "H", "C", "C", "H", "C", "H", "Cr", "H", "O", "H", "O", "H", "C", "O", "H", "C", "C", "C", "O", "H", "C", "C", "O", "H", "H", "H", "H", "O", "C", "H", "O", "C"],
  "positions_angstrom": [[3.593, 1.969, -1.533], [-0.306, -3.094, 3.476], [1.694, 4.448, 2.713], [1.541, -2.788, -0.427], [-3.496, 4.100, -0.828], [-0.334, -2.247, 5.053], [-1.750, 2.738, -0.730], [-2.759, 1.157, 1.548], [0.848, 2.713, -4.420], [-2.037, -1.438, -2.277], [0.419, -1.479, 3.598], [-3.578, -3.746, -0.700], [2.165, -1.251, 2.485], [-2.714, -2.555, -2.051], [3.685, 0.064, -0.757], [4.079, 1.061, -0.554], [-3.109, 3.248, -0.261], [-1.856, 0.914, -3.391], [1.179, -4.337, -1.881], [0.471, 3.962, -3.238], [2.114, 2.793, -2.815], [-1.748, 0.211, -5.021], [0.000, -3.356, 1.089], [-1.014, -0.921, 1.670], [-3.415, -0.058, 0.429], [0.484, 3.288, 2.129], [1.088, -4.628, 0.601], [0.827, -3.317, -1.685], [3.094, 0.541, 2.866], [-1.388, -0.838, -1.462], [3.598, -0.901, 1.444], [1.123, -2.709, -2.542], [3.783, -1.358, 3.143], [1.416, -1.420, -0.290], [-3.523, -2.064, -0.184], [-3.074, 3.621, 0.771], [-4.456, 0.598, 1.726], [0.831, 2.937, -3.352], [-1.504, 0.062, -3.973], [5.160, 1.009, -0.668], [-0.363, -2.130, 3.976], [1.853, 3.728, 1.102], [-0.007, 0.084, 0.075], [-3.873, 2.466, -0.210], [1.446, 1.317, -1.259], [-0.260, -3.361, -1.600], [1.171, 0.955, 1.773], [-0.422, -0.018, -3.880], [1.031, -3.553, 0.804], [-3.126, -0.740, 2.373], [-2.019, -3.066, -0.156], [-3.442, 0.315, 1.453], [-2.953, -2.855, -0.673], [3.159, -0.816, 2.433], [-2.161, -1.119, -3.545], [2.599, -3.031, -0.619], [2.306, 1.932, -1.818], [1.543, 3.540, 2.133], [2.417, 2.562, 2.695], [0.013, 2.347, -2.935], [-1.083, 3.607, -0.872], [-1.890, 2.333, -1.752], [1.706, -3.275, 1.617], [-1.676, -1.590, 3.711], [-1.866, -1.090, 2.510], [3.865, 1.424, 0.449], [-1.223, 1.799, 0.116], [2.128, 1.308, 2.400]],
  "forces_ev_per_a": [[0.43, 0.14, -0.20], [0.22, -0.07, 0.09], [0.08, -0.08, 0.02], [-1.32, 0.52, -0.50], [0.06, -0.21, -0.34], [0.16, 0.01, 0.01], [0.04, -0.34, -0.24], [0.12, -0.17, -0.08], [0.31, 0.03, 0.02], [0.12, -0.46, -0.08], [-0.06, 0.14, 0.08], [0.13, -0.01, 0.06], [0.03, -0.04, -0.52], [-0.32, 0.24, 0.01], [-0.32, 0.06, 0.38], [0.27, -0.60, -0.03], [-0.42, 0.39, 0.79], [0.04, -0.01, 0.01], [-0.13, -0.02, -0.06], [0.43, 0.11, 0.04], [0.39, -0.14, -0.01], [-0.17, -0.17, 0.02], [-0.04, 0.45, -0.22], [0.27, -0.44, 0.20], [0.11, 0.15, 0.04], [0.14, -0.44, 0.11], [0.21, -0.02, 0.27], [0.47, -0.33, -0.06], [0.68, 0.15, 0.38], [-0.02, 0.45, 0.34], [-0.31, 0.08, -0.17], [-0.17, 0.07, 0.00], [0.12, 0.30, 0.09], [-0.53, 0.96, 0.41], [0.23, 0.07, -0.06], [0.40, -0.06, -0.03], [0.03, 0.02, -0.10], [-1.72, 0.44, -0.83], [0.33, 0.55, -0.04], [-0.03, 0.27, -0.13], [-0.50, -0.23, -0.20], [-0.09, -0.04, 0.03], [0.50, 0.28, -1.15], [0.08, -0.08, -0.41], [-0.23, -0.49, 0.20], [0.00, 0.17, 0.06], [-0.54, -0.34, -0.10], [0.00, -0.12, 0.17], [0.88, -0.34, -0.30], [-0.28, -0.23, 0.66], [-0.03, 0.16, 0.06], [-0.33, -0.02, -0.14], [-0.19, -0.51, 0.01], [-0.36, -0.55, 0.49], [-0.25, -0.25, -0.59], [0.15, -0.16, 0.42], [-0.08, 0.76, -0.02], [-0.09, 0.81, -0.38], [-0.16, 0.08, 0.38], [0.65, -0.39, 0.52], [0.07, 0.13, 0.09], [-0.08, 0.01, -0.13], [-0.25, -0.30, 0.29], [0.23, -0.27, 0.18], [-0.45, 0.82, -0.19], [-0.21, -0.12, 0.02], [0.66, -0.89, 0.52], [0.64, 0.12, -0.19]]
}

Entry 3:
{
  "formula": "C17H36N5NbO3P",
  "method": "ωB97M-V/def2-TZVPD",
  "lumo_ev": 1.68,
  "homo_lumo_gap_ev": 6.28,
  "total_charge": -1,
  "energy_ha": -1566.50578,
  "symbols": ["C", "C", "H", "C", "C", "C", "H", "H", "H", "H", "H", "H", "H", "C", "N", "H", "H", "H", "H", "H", "H", "C", "H", "H", "H", "N", "H", "H", "H", "N", "H", "C", "P", "C", "H", "O", "H", "H", "O", "H", "H", "C", "C", "C", "C", "H", "H", "H", "N", "H", "H", "C", "H", "C", "C", "H", "C", "N", "H", "H", "Nb", "H", "O"],
  "positions_angstrom": [[0.799, -3.953, -1.986], [6.106, -0.151, 1.415], [-4.490, 1.145, 2.546], [-0.589, 3.388, -2.283], [-0.449, -2.892, -1.935], [4.158, -0.859, -0.558], [-0.098, -2.845, 0.315], [0.980, 2.760, -3.420], [-1.908, -2.841, -0.190], [-2.453, 1.938, 2.808], [-2.171, 1.022, 4.174], [-2.497, -1.096, -2.373], [-2.218, 2.446, -0.063], [1.062, 0.012, -1.359], [-2.639, -1.484, 3.337], [1.518, -1.087, -1.248], [7.068, -0.320, 2.074], [-4.288, 0.197, 3.985], [-2.960, 1.854, -3.117], [-4.170, 0.458, -2.813], [-3.707, 0.369, 0.542], [-2.849, -0.160, 2.569], [-1.391, -3.482, -2.371], [-0.213, -2.057, -2.736], [3.331, 2.549, 1.067], [-4.319, 0.187, 2.924], [-0.957, 2.495, 1.299], [-0.514, 4.269, -0.239], [1.938, -3.485, -0.254], [1.737, -4.318, -0.862], [0.761, 0.060, -2.515], [3.259, 0.483, -0.315], [0.583, -0.493, 1.880], [-1.078, 2.153, 0.158], [2.660, -4.581, -1.314], [2.056, 0.947, -0.951], [-0.179, 4.470, -2.583], [-3.282, -1.448, 0.755], [0.031, 2.446, -3.211], [-1.753, 3.478, -2.336], [-1.323, 0.162, -3.132], [5.272, 1.242, 1.676], [-2.029, -0.010, -2.202], [-3.257, 1.036, -2.300], [-0.857, -2.340, -0.457], [3.757, -1.624, -1.382], [-0.078, -1.214, 2.932], [-3.572, -1.902, 3.538], [-2.070, 0.999, 3.134], [5.606, 2.055, 2.479], [0.901, 1.630, 1.984], [-2.854, -0.353, 0.963], [6.115, -2.187, 0.064], [3.905, 1.530, 0.825], [-0.198, 3.204, -0.699], [1.688, -1.353, 1.432], [5.533, -1.183, 0.271], [1.255, 0.812, 2.514], [-3.687, 1.478, -1.319], [0.973, 3.206, -0.483], [-0.908, -0.068, -0.188], [-2.092, -2.159, 2.723], [1.043, -4.536, -3.190]],
  "forces_ev_per_a": [[1.85, -2.30, -5.11], [-3.65, 1.22, -2.12], [0.16, -1.04, 0.82], [1.21, 2.10, 1.13], [-0.35, -0.91, 0.01], [0.21, 1.86, 1.54], [-1.54, 0.94, -1.46], [-2.44, -0.66, 0.84], [2.22, 1.03, -0.54], [0.55, -1.95, 0.21], [0.16, -0.39, -1.24], [0.98, 2.16, 0.35], [2.17, -0.61, 0.35], [0.21, -3.46, -1.16], [0.59, 0.69, -1.47], [-0.85, 2.05, -0.27], [-2.18, 0.08, -1.71], [-0.40, 0.56, -1.58], [-0.77, -1.45, 2.17], [1.80, 1.28, 1.15], [1.89, -1.28, 0.75], [-3.11, 0.03, 0.23], [2.30, 1.13, 0.76], [-0.23, -1.75, 1.69], [1.29, -2.66, -0.69], [0.68, -0.49, 0.71], [-0.14, -0.91, -2.34], [0.63, -1.99, -1.11], [-0.59, -0.99, -0.56], [-0.56, 2.15, -2.45], [1.09, 0.43, 2.33], [3.75, 0.17, 2.45], [1.21, -0.17, 0.33], [-0.69, 2.12, 0.89], [-1.70, 0.17, 0.53], [3.52, -0.72, 1.40], [-0.95, -2.09, 0.69], [0.80, 2.38, 0.61], [0.85, 1.18, 0.22], [2.23, -0.79, -0.34], [-1.37, -0.30, 1.88], [-1.90, -2.60, -3.17], [-0.47, -1.40, -1.31], [-0.94, -0.33, -1.93], [0.13, -2.62, 0.53], [1.14, 1.76, 2.07], [0.43, -0.37, -0.50], [0.99, 0.59, -0.64], [0.08, 0.00, -0.06], [-0.79, -2.10, -1.98], [0.37, -0.55, 0.61], [-1.32, -0.55, 1.05], [-1.43, 2.32, 0.39], [1.64, -2.16, 0.02], [-0.23, 2.16, 0.50], [-0.86, -0.16, 0.50], [-1.59, 3.43, 1.32], [-0.35, 0.96, -0.70], [1.04, -0.59, -1.72], [-2.52, -0.57, -0.77], [-1.89, 1.66, -2.00], [-1.03, 1.24, 1.09], [-1.32, 3.05, 6.84]]
}